No. 1
{"formula": "C18H27ClInNO4P2", "method": "ωB97M-V/def2-TZVPD", "relative_energy_kcal_mol": 112.1, "charge": 2, "homo_energy_ha": [-0.5101, -0.4871], "total_energy_ha": -2390.16378, "lumo_ev": [-7.7, -7.9], "multiplicity": 1, "symbols": ["In", "P", "C", "C", "N", "C", "C", "C", "C", "C", "P", "H", "H", "H", "H", "H", "H", "H", "H", "O", "H", "H", "O", "H", "C", "H", "H", "H", "C", "H", "H", "H", "C", "H", "H", "H", "C", "H", "H", "H", "Cl", "C", "C", "C", "C", "C", "C", "C", "O", "O", "H", "H", "H", "H"], "positions_angstrom": [[-0.36170, -0.93546, 0.39897], [-1.30302, 1.54667, 1.04234], [-0.14305, 2.82376, 1.36528], [1.23867, 2.47855, 1.38621], [1.70432, 1.26144, 0.96426], [2.94931, 0.81784, 1.11199], [3.86901, 1.50944, 1.90047], [3.48722, 2.79126, 2.30205], [2.23306, 3.28309, 1.98416], [3.30504, -0.56017, 0.56670], [2.13626, -1.01524, -0.76699], [1.87838, 4.23813, 2.31908], [4.88617, 1.11332, 2.02489], [4.19812, 3.41563, 2.83817], [4.31351, -0.58644, 0.11817], [3.25123, -1.35876, 1.33427], [0.55408, 5.26437, -2.94330], [-0.40677, 3.86809, 1.46180], [0.16175, 0.30407, -4.51628], [-0.08579, 4.96917, -2.33529], [-0.91228, 5.47706, -2.44642], [0.77241, 0.08378, -0.36033], [0.49280, 1.21671, -4.69409], [-0.05027, 1.72457, -3.98936], [2.90420, -0.15115, -2.18194], [3.99450, -0.29740, -2.13967], [2.50779, -0.55045, -3.12793], [2.68343, 0.91237, -2.05270], [2.51592, -2.79138, -1.14403], [1.83225, -3.14933, -1.92543], [3.55688, -2.88365, -1.50066], [2.40243, -3.40973, -0.24102], [-1.83331, 0.83435, 2.65749], [-2.70396, 1.37906, 3.03969], [-2.11391, -0.22548, 2.57622], [-1.00809, 0.90489, 3.37466], [-2.77722, 2.22096, 0.26191], [-3.45073, 1.42862, -0.07594], [-3.32133, 2.86230, 0.95858], [-2.48205, 2.81153, -0.60837], [-5.33596, -7.65134, 1.40873], [-4.36237, -6.29089, 1.07578], [-3.67075, -5.66323, 2.11346], [-2.87380, -4.57198, 1.84573], [-2.73435, -4.09994, 0.56039], [-3.41762, -4.70130, -0.49488], [-4.20952, -5.80632, -0.22542], [-1.86100, -2.94452, 0.35049], [-1.26901, -2.48340, 1.43792], [-1.70875, -2.39461, -0.76718], [-3.76309, -6.01880, 3.12323], [-2.33122, -4.05645, 2.62706], [-3.30304, -4.29260, -1.48976], [-4.74411, -6.29136, -1.03097]], "forces_ev_per_a": [[-2.167, 0.431, -0.352], [-0.595, -0.602, 0.584], [0.816, -0.501, -0.511], [2.103, -0.694, 0.730], [-1.102, -0.854, -0.661], [-0.060, 0.119, 1.115], [0.300, 0.475, -0.837], [0.356, 0.012, -0.102], [-0.939, 0.221, 0.394], [-0.621, -0.167, 0.052], [3.363, -2.073, -1.257], [0.402, 0.568, 0.138], [-0.578, 0.261, 0.256], [-0.218, -0.065, -0.038], [-0.349, 0.064, 0.302], [0.138, 0.553, -0.125], [0.934, 0.840, -1.272], [-0.183, 0.019, -0.068], [0.401, 0.825, -0.612], [-1.872, -0.743, 1.526], [0.912, -0.177, -0.224], [-0.174, 0.660, -0.164], [-1.802, 0.003, 2.535], [1.372, -0.825, -1.890], [-0.678, 0.260, -0.043], [-0.399, -0.107, 0.094], [0.105, 0.413, 0.295], [0.067, -0.041, -0.457], [0.081, -0.073, 0.206], [0.191, 0.071, 0.222], [-0.378, 0.108, 0.109], [-0.047, 0.151, -0.307], [-0.113, 0.042, 0.246], [0.244, -0.005, 0.049], [-0.009, 0.267, -0.107], [-0.160, 0.060, -0.082], [-0.224, 0.242, -0.211], [0.136, 0.012, 0.111], [0.044, -0.006, 0.006], [-0.013, -0.054, 0.051], [-0.081, -0.028, -0.087], [0.722, 0.586, -0.001], [-0.166, -0.033, 0.040], [0.029, -0.271, 0.720], [0.249, 0.539, -0.619], [-0.012, -0.222, 0.235], [-0.313, 0.019, -0.464], [-1.226, -1.311, 0.599], [0.791, 0.849, -1.117], [1.080, 0.832, 0.705], [-0.088, -0.155, 0.189], [-0.148, -0.278, 0.163], [-0.125, -0.197, -0.072], [0.005, -0.022, 0.004]]}


No. 2
{"formula": "C18H27F11MoN2O3PS3", "method": "ωB97M-V/def2-TZVPD", "relative_energy_kcal_mol": 3.7, "s_squared": 0.8286, "charge": 2, "homo_energy_ha": [-0.5291, -0.5279], "total_energy_ha": -3739.52232, "lumo_ev": [-9.1, -9.1], "multiplicity": 2, "symbols": ["Mo", "C", "O", "C", "C", "O", "C", "H", "H", "H", "H", "H", "H", "H", "H", "H", "H", "C", "O", "C", "S", "S", "H", "H", "H", "F", "P", "F", "F", "F", "F", "F", "F", "C", "C", "F", "C", "F", "C", "S", "C", "F", "C", "F", "C", "C", "N", "C", "C", "C", "C", "N", "H", "H", "H", "H", "H", "H", "H", "H", "H", "H", "H", "H", "H", "H"], "positions_angstrom": [[0.27571, -0.15821, 0.75614], [2.91132, 1.38886, -0.45485], [1.96526, 1.28944, 0.62649], [2.55941, 1.64389, 1.88580], [2.79754, 0.33871, 2.62150], [1.52610, -0.32209, 2.63822], [1.05152, -0.47151, 3.99789], [3.66883, 0.60319, -0.38438], [3.38621, 2.37126, -0.40701], [2.34349, 1.30170, -1.38184], [1.82199, 2.25903, 2.41910], [3.46164, 2.22212, 1.68620], [3.12783, 0.50834, 3.64508], [3.52185, -0.30526, 2.11131], [1.72047, -1.16167, 4.51839], [0.04350, -0.87145, 3.96797], [1.03586, 0.50569, 4.48458], [-1.28387, -3.55421, -2.92259], [-0.07095, -2.97100, -2.46640], [-0.10710, -2.12543, -1.48667], [-1.41972, -1.57667, -0.61238], [1.40539, -1.45789, -0.87096], [-0.97955, -4.41030, -3.52308], [-1.82851, -2.82982, -3.53551], [-1.88580, -3.87583, -2.06954], [-2.36105, -0.36329, 2.29290], [-2.42220, 1.19578, 2.81551], [-2.10995, 2.70998, 3.12299], [-1.66656, 0.74740, 4.13714], [-2.84463, 1.62320, 1.29246], [-0.59913, 1.23888, 2.08626], [-3.83576, 1.16410, 3.37065], [2.75087, -7.13403, 0.23036], [2.08841, -6.07695, 0.58405], [2.76641, -4.93918, 1.04159], [4.05025, -4.93394, 1.11427], [2.04253, -3.78529, 1.42714], [2.73591, -2.78809, 1.84619], [0.65260, -3.69108, 1.37755], [-0.38138, -2.30646, 1.91265], [0.00645, -4.85295, 0.90591], [-1.28884, -4.85483, 0.80396], [0.70951, -6.03805, 0.51495], [0.05272, -7.06694, 0.07576], [-1.80060, 1.07109, -3.65076], [-2.52362, 1.64460, -2.43315], [-1.75977, 2.68129, -1.73922], [-2.08913, 4.06714, -2.06711], [-1.22344, 4.62166, -3.19817], [-0.82690, 2.37480, -0.85526], [-0.19727, 3.50145, -0.09783], [-0.48980, 1.08350, -0.71113], [-2.40411, 0.27982, -4.09052], [-0.82573, 0.65598, -3.39560], [-1.64737, 1.83022, -4.41137], [-2.79040, 0.86679, -1.70615], [-3.46557, 2.10177, -2.72888], [-2.01096, 4.66808, -1.16145], [-3.13886, 4.07651, -2.35084], [-0.16098, 4.51191, -2.98890], [-1.43144, 5.68166, -3.32099], [-1.43489, 4.13098, -4.14262], [-0.94196, 3.96878, 0.54434], [0.17120, 4.25271, -0.79324], [0.61468, 3.17019, 0.51322], [-1.01768, 0.56993, -1.41011]], "forces_ev_per_a": [[-0.389, -0.524, -0.263], [-0.021, 0.037, -0.631], [-0.365, -0.217, -0.077], [-0.043, -0.086, 0.805], [0.395, 0.546, -0.307], [0.240, -0.016, -0.433], [-0.337, -0.159, 0.457], [-0.098, 0.058, 0.000], [-0.084, -0.122, -0.035], [0.138, -0.045, 0.091], [0.230, -0.129, -0.070], [-0.018, -0.086, 0.211], [0.085, 0.025, -0.081], [-0.113, 0.081, 0.036], [-0.100, 0.085, -0.090], [0.149, 0.060, 0.069], [0.006, -0.074, -0.097], [-0.837, -0.483, -0.419], [0.887, 0.774, 0.800], [0.669, 0.214, 0.329], [0.166, 0.021, 0.152], [-0.493, -0.095, -0.071], [-0.131, 0.133, 0.061], [0.053, -0.111, 0.109], [0.004, -0.020, -0.094], [-0.066, 0.881, 0.136], [0.723, 0.252, -0.975], [0.016, -0.113, -0.023], [-0.262, -0.004, -0.253], [0.364, -0.469, 0.765], [0.401, -0.708, -0.674], [-0.817, -0.283, 0.236], [0.330, -0.596, -0.207], [-0.074, 1.360, 0.513], [-2.653, 0.650, 0.075], [1.845, 0.041, 0.127], [-0.234, -2.426, -0.888], [1.380, 2.117, 0.864], [-0.569, -0.075, -0.157], [0.530, -0.678, -0.692], [1.772, -0.849, -0.183], [-1.398, -0.183, -0.190], [-0.517, 2.268, 0.788], [-0.713, -0.861, -0.369], [-0.172, -0.023, 0.070], [-0.191, -0.245, -0.157], [0.252, -0.288, 0.400], [-0.001, 0.485, -0.082], [-0.145, 0.062, 0.199], [-0.194, 0.675, -0.047], [-0.205, -0.166, -0.117], [-0.087, -0.392, 0.309], [-0.035, -0.043, -0.030], [0.096, -0.035, -0.027], [0.024, 0.065, -0.042], [-0.024, 0.123, -0.118], [0.032, -0.064, -0.045], [0.000, 0.007, -0.160], [-0.002, 0.059, 0.003], [0.069, -0.011, 0.039], [-0.019, 0.061, -0.031], [-0.038, -0.068, -0.092], [-0.063, 0.005, 0.072], [0.014, 0.026, 0.006], [0.319, -0.258, 0.268], [0.323, -0.168, 0.237]]}


No. 3
{"formula": "C18H27IIrN5O", "method": "ωB97M-V/def2-TZVPD", "s_squared": 6.0134, "charge": -2, "homo_energy_ha": [0.0982, -0.0540], "total_energy_ha": -1452.89131, "lumo_ev": [4.7, 4.6], "multiplicity": 5, "symbols": ["C", "I", "H", "H", "H", "C", "C", "N", "C", "N", "H", "H", "C", "C", "N", "H", "N", "H", "Ir", "C", "O", "C", "C", "H", "H", "H", "C", "H", "H", "H", "C", "H", "H", "H", "C", "H", "H", "H", "C", "C", "C", "C", "C", "C", "N", "H", "H", "H", "H", "H", "H", "H", "H"], "positions_angstrom": [[2.69454, -0.31164, -2.78344], [-1.33196, 1.10277, -3.01104], [1.92886, -0.25602, -3.57792], [2.90339, -1.39444, -2.58375], [3.53279, 0.28087, -3.19755], [-1.20443, 3.83034, 0.88650], [-2.39327, 3.24776, 0.65069], [-2.14138, 2.07262, -0.02395], [-0.80964, 1.92964, -0.25506], [-0.23691, 3.04413, 0.29073], [-0.95563, 4.75913, 1.37035], [-3.39226, 3.58165, 0.87562], [1.68932, -3.42924, -0.40694], [0.75871, -1.48665, -1.09422], [1.71329, -2.05486, -0.28274], [0.39631, -4.70103, -1.66877], [0.14504, -2.55318, -1.69554], [2.37324, -4.05599, 0.15086], [0.11949, 0.38765, -1.09996], [2.02762, 0.41078, -1.64454], [2.67570, 1.08638, -0.84921], [0.72647, -3.74412, -1.29673], [-0.98631, -2.57435, -2.60375], [-1.80703, -3.14670, -2.15258], [-0.68654, -3.05999, -3.54015], [-1.32835, -1.56523, -2.83727], [2.64933, -1.47673, 0.65073], [3.50025, -2.16089, 0.69663], [2.22140, -1.40940, 1.65289], [3.03247, -0.50712, 0.34935], [1.12448, 3.53819, 0.27646], [1.10662, 4.55144, -0.14918], [1.81350, 2.91453, -0.29599], [1.48266, 3.62634, 1.31134], [-3.26618, 1.32082, -0.53724], [-3.01714, 0.29012, -0.75576], [-3.64057, 1.78547, -1.45215], [-4.04905, 1.34084, 0.22996], [-2.37027, -1.60669, 0.61207], [-1.44738, -0.89728, 1.49212], [-1.50417, -0.93801, 2.90910], [-0.44922, -0.16935, 3.37140], [0.23920, 0.31130, 2.23422], [1.45996, 1.11689, 2.34956], [-0.40204, -0.11377, 1.10996], [-1.94245, -1.75811, -0.38621], [-3.33460, -1.07977, 0.54397], [-2.59128, -2.59641, 1.04417], [-2.24669, -1.48064, 3.47107], [-0.13993, 0.03945, 4.38838], [1.23617, 2.07205, 2.85814], [2.17088, 0.59397, 3.01790], [1.95297, 1.29248, 1.38748]], "forces_ev_per_a": [[-0.411, 0.083, -1.293], [-1.412, 0.471, -3.480], [0.228, -0.447, 0.107], [0.076, 1.025, -0.078], [0.158, -0.512, 0.557], [-0.297, 0.312, -0.109], [0.160, 0.232, 0.284], [-0.146, 0.859, 0.206], [-0.053, 1.443, -0.031], [-0.613, 0.123, 0.467], [-0.049, -0.002, 0.015], [0.052, -0.095, 0.074], [0.022, -0.401, -0.202], [-1.622, -1.303, 0.771], [0.150, -0.752, -0.449], [0.032, 0.058, 0.030], [0.562, -1.049, -0.187], [-0.145, 0.081, -0.155], [0.956, -0.444, 1.402], [1.085, 1.481, -0.319], [1.475, 0.073, -0.025], [0.108, 0.012, 0.190], [0.025, 0.008, -0.147], [0.121, 0.131, -0.090], [-0.065, 0.081, 0.092], [0.140, -0.121, 0.154], [0.277, -0.032, 0.460], [0.049, 0.012, 0.019], [-0.157, 0.096, -0.072], [-0.249, -0.091, -0.023], [0.223, 0.287, -0.001], [0.046, -0.212, -0.062], [-0.395, -0.094, 0.107], [0.013, -0.101, -0.300], [-0.456, -0.073, 0.080], [0.190, 0.219, 0.003], [-0.010, -0.059, 0.138], [0.091, -0.053, -0.041], [-0.776, -0.759, -0.603], [0.790, 0.549, 2.259], [-0.536, -0.335, -1.379], [1.113, 0.664, -0.434], [-1.692, -0.918, 1.193], [0.856, 0.506, 0.148], [0.307, -0.922, 1.053], [-0.306, 0.160, 0.207], [0.183, -0.329, -0.217], [0.051, 0.144, -0.182], [-0.102, -0.095, 0.167], [-0.093, -0.084, 0.079], [0.191, -0.098, -0.335], [-0.054, 0.193, -0.305], [-0.093, 0.076, 0.255]]}